No. 1
# C31H45AlO3

A structure of composition C31H45AlO3 in a non-equilibrium geometry (wB97M-V/def2-TZVPD, the OMol25 dataset).

Last column: Mulliken charge in e.
Cartesian coordinates (Å):
O 0.05 -4.27 -0.99  -0.43
C -1.22 -3.51 -0.51  -0.12
C -2.02 -4.82 -0.65  -0.96
H -1.48 -2.62 -1.12  0.56
H -1.11 -3.24 0.57  -0.18
C -0.65 -5.52 -0.62  1.61
H -2.61 -4.89 -1.58  0.28
H -2.68 -4.94 0.23  0.32
C -0.20 -6.73 -1.46  -1.64
H -0.25 -6.59 -2.54  0.34
H -0.78 -7.64 -1.22  0.36
H 0.85 -6.95 -1.21  0.39
C -0.40 -5.85 0.85  -1.84
H -0.67 -5.04 1.53  0.38
H 0.65 -6.05 1.06  0.37
H -0.98 -6.75 1.09  0.48
Al -0.23 0.66 0.15  -0.41
C -1.80 0.50 1.52  0.48
C -2.28 1.33 0.38  -0.56
C -3.17 0.49 -0.35  -1.17
H -2.25 2.41 0.31  0.71
C -3.21 -0.79 0.22  -0.60
C -2.37 -0.80 1.35  -0.82
H -2.30 -1.61 2.07  0.49
H -1.51 0.89 2.49  0.95
H -3.80 0.83 -1.17  0.46
H -3.85 -1.63 -0.09  0.48
C 1.45 -0.14 1.63  -0.51
C 0.86 -1.32 2.10  -1.21
C 0.91 -2.28 1.06  -0.76
H 0.46 -1.49 3.10  0.42
C 1.27 -1.62 -0.13  -0.48
C 1.67 -0.27 0.20  -0.51
H 2.34 0.36 -0.39  0.94
H 1.94 0.62 2.26  0.67
H 0.79 -3.35 1.19  1.08
H 1.36 -2.06 -1.11  0.55
O -0.36 -1.03 -3.13  -0.01
C -0.08 -2.44 -3.46  0.13
C -0.06 -2.68 -4.98  -0.66
H -0.88 -3.08 -3.05  -0.12
H 0.87 -2.74 -2.99  0.24
C -0.29 -1.31 -5.62  -0.52
H -0.88 -3.37 -5.25  0.26
H 0.87 -3.13 -5.33  0.28
C -0.32 -0.33 -4.42  -0.60
H -1.21 -1.32 -6.23  0.25
H 0.52 -0.98 -6.28  0.26
H -1.17 0.36 -4.42  0.31
H 0.62 0.26 -4.48  0.29
C -0.05 2.66 5.10  -1.51
C -0.47 2.98 3.65  2.30
C -1.81 3.73 3.67  -1.38
C 0.56 3.68 2.78  0.70
C 1.30 4.72 3.32  -0.35
C 2.26 5.40 2.56  -1.48
C 2.46 5.07 1.22  -0.30
C 1.74 4.03 0.65  0.46
C 1.92 3.70 -0.82  1.59
C 1.18 4.74 -1.65  -1.56
C 3.39 3.63 -1.25  -1.76
C 0.82 3.28 1.43  -0.52
O 0.27 2.18 0.90  0.19
H 0.15 3.56 5.70  0.38
H 0.84 2.01 5.13  0.36
H -0.89 2.12 5.56  0.42
H -0.61 2.01 3.17  -1.50
H -1.69 4.72 4.11  0.37
H -2.19 3.85 2.65  0.33
H -2.53 3.16 4.26  0.39
H 1.15 5.00 4.37  0.27
H 2.86 6.19 3.00  0.35
H 3.19 5.58 0.60  0.30
H 1.50 2.70 -1.00  -0.63
H 1.53 5.74 -1.40  0.36
H 1.32 4.55 -2.72  0.43
H 0.11 4.69 -1.42  0.35
H 3.95 2.90 -0.66  0.38
H 3.42 3.31 -2.30  0.42
H 3.90 4.60 -1.16  0.40

Its total charge is 0. The energy above the lowest of the compared OMol25 structures with the same formula, charge and spin is 0.2469 eV. As for the spin multiplicity: 1. The calculation puts the gap between HOMO and LUMO at 6.97 eV.

No. 2
# C31H45BN6Tl

A structure of composition C31H45BN6Tl (wB97M-V/def2-TZVPD, the OMol25 dataset).

Last column: Mulliken charge in e.
Cartesian coordinates (Å):
Tl 0.05 0.95 0.28  1.06
C -1.13 -4.01 -2.84  -1.37
C -1.16 -2.54 -2.62  0.34
C -1.66 -1.60 -3.50  -0.59
C -1.45 -0.36 -2.88  -0.59
N -0.85 -0.55 -1.71  0.06
N -0.67 -1.88 -1.55  0.75
B -0.02 -2.59 -0.34  -1.90
N -0.82 -2.39 0.96  0.76
N -1.13 -1.20 1.50  -0.02
C -1.85 -1.42 2.58  -0.58
C -2.04 -2.79 2.75  -1.06
C -1.37 -3.38 1.69  0.74
C -1.25 -4.84 1.43  -1.33
C -2.36 -0.34 3.51  2.62
C -1.96 1.05 3.03  -1.85
C -3.89 -0.43 3.58  -1.79
C -1.77 -0.62 4.91  -1.75
N 1.47 -2.19 -0.22  0.83
N 1.92 -0.94 -0.06  0.06
C 3.25 -0.98 -0.05  -0.72
C 3.67 -2.30 -0.22  -0.95
C 2.51 -3.04 -0.32  0.74
C 2.43 -4.52 -0.50  -1.34
C 4.16 0.21 0.16  2.63
C 4.99 -0.05 1.43  -1.78
C 5.10 0.32 -1.05  -1.77
C 3.36 1.50 0.29  -1.91
C -1.88 0.94 -3.51  2.61
C -3.40 0.87 -3.73  -1.81
C -1.56 2.18 -2.68  -1.88
C -1.17 1.06 -4.87  -1.80
H -1.60 -4.23 -3.80  0.39
H -1.69 -4.53 -2.06  0.19
H -0.11 -4.40 -2.85  0.17
H -2.12 -1.79 -4.44  0.55
H -0.03 -3.75 -0.57  -0.11
H -2.59 -3.30 3.52  0.51
H -1.76 -5.38 2.22  0.37
H -0.20 -5.15 1.42  0.15
H -1.69 -5.12 0.48  0.18
H -2.28 1.19 2.00  0.28
H -0.88 1.18 3.08  0.27
H -2.43 1.82 3.64  0.43
H -4.32 -0.24 2.60  0.37
H -4.29 0.30 4.29  0.45
H -4.21 -1.43 3.90  0.36
H -0.68 -0.65 4.85  0.34
H -2.12 -1.58 5.29  0.37
H -2.06 0.16 5.61  0.44
H 4.68 -2.68 -0.26  0.53
H 3.44 -4.93 -0.50  0.37
H 1.95 -4.78 -1.45  0.17
H 1.87 -4.98 0.31  0.15
H 5.61 -0.93 1.30  0.38
H 4.34 -0.22 2.28  0.33
H 5.64 0.80 1.64  0.44
H 5.67 -0.60 -1.18  0.35
H 5.80 1.14 -0.91  0.46
H 4.53 0.49 -1.96  0.36
H 2.77 1.50 1.21  0.25
H 2.69 1.61 -0.55  0.30
H 4.02 2.37 0.31  0.45
H -3.91 0.74 -2.77  0.35
H -3.68 0.04 -4.38  0.37
H -3.76 1.80 -4.18  0.44
H -2.06 2.15 -1.72  0.25
H -1.90 3.07 -3.21  0.55
H -0.49 2.27 -2.51  0.24
H -1.43 0.23 -5.53  0.36
H -0.09 1.05 -4.72  0.35
H -1.44 1.99 -5.36  0.45
C 0.22 3.40 -0.42  -0.70
C 0.13 4.57 0.24  0.89
C 0.01 5.76 -0.57  -0.89
C 0.02 7.01 -0.01  -0.28
C 0.12 7.20 1.37  -0.57
C 0.17 6.07 2.18  -0.37
C 0.17 4.81 1.66  -0.51
H -0.07 5.64 -1.64  0.28
H -0.04 7.88 -0.66  0.32
H 0.15 8.20 1.80  0.33
H 0.22 6.19 3.27  0.32
H 0.22 3.94 2.31  0.22

Its total charge is -1. As for the spin multiplicity: 1. The calculation puts the gap between HOMO and LUMO (alpha / beta) at 4.64 / 4.56 eV.

No. 3
# C31H45Cl2N2OPPd

A structure of composition C31H45Cl2N2OPPd in a non-equilibrium geometry (wB97M-V/def2-TZVPD, the OMol25 dataset).

Last column: Mulliken charge in e.
Cartesian coordinates (Å):
P 1.28 1.07 -0.09  0.67
C 0.58 2.80 0.24  0.24
C 1.48 4.04 0.10  -0.30
C 0.76 5.28 0.62  -1.00
C -0.61 5.50 -0.01  -0.62
C -1.49 4.24 0.03  -0.92
C -0.76 2.99 -0.48  -0.25
C 1.66 1.05 -1.94  0.68
C 2.25 2.30 -2.58  -0.56
C 2.62 2.01 -4.03  -0.93
C 1.44 1.46 -4.85  -0.65
C 0.74 0.29 -4.16  -0.97
C 0.41 0.56 -2.69  -0.69
C 3.01 1.31 0.56  -0.08
C 2.97 1.57 2.07  -0.78
C 4.37 1.69 2.69  -0.85
C 5.27 0.50 2.33  -0.73
C 5.30 0.22 0.83  -0.84
C 3.90 0.11 0.21  -0.76
H 0.35 2.69 1.32  0.62
H 1.76 4.20 -0.95  0.06
H 2.42 3.91 0.65  0.21
H 1.39 6.17 0.47  0.38
H 0.63 5.17 1.71  0.39
H -1.13 6.32 0.50  0.39
H -0.49 5.82 -1.06  0.32
H -1.79 4.05 1.07  0.37
H -2.40 4.40 -0.54  0.39
H -1.39 2.11 -0.32  -0.35
H -0.59 3.10 -1.57  0.25
H 2.42 0.25 -2.02  0.45
H 3.43 1.27 -4.04  0.37
H 3.14 2.65 -2.03  0.20
H 1.52 3.12 -2.54  0.27
H 3.02 2.92 -4.50  0.38
H 1.80 1.15 -5.84  0.39
H 0.72 2.27 -5.02  0.30
H -0.18 0.03 -4.70  0.41
H 1.40 -0.60 -4.21  0.39
H 0.04 -0.36 -2.20  0.03
H -0.38 1.32 -2.62  0.17
H 3.41 2.20 0.04  0.25
H 2.40 2.48 2.29  0.28
H 2.43 0.74 2.55  0.41
H 4.85 2.61 2.33  0.33
H 4.28 1.78 3.77  0.39
H 4.92 -0.39 2.86  0.35
H 6.29 0.69 2.69  0.37
H 5.86 -0.70 0.62  0.41
H 5.83 1.04 0.33  0.35
H 4.01 0.01 -0.88  0.22
H 3.40 -0.82 0.55  0.36
Pd -1.46 -1.98 0.82  -0.42
Cl 0.51 -2.35 -0.51  -0.50
Cl -1.97 0.13 1.81  -0.59
C -3.02 -2.79 -0.08  -1.17
H -3.22 -3.80 0.33  0.44
C -3.79 -2.22 -1.14  1.62
C -4.66 -2.99 -2.00  -0.59
C -5.24 -2.37 -3.09  -0.41
C -5.02 -1.00 -3.33  -0.47
C -4.23 -0.24 -2.47  -0.63
C -3.64 -0.83 -1.36  0.13
H -4.83 -4.04 -1.77  0.37
H -5.88 -2.93 -3.77  0.35
H -4.05 0.83 -2.64  0.37
H -3.06 -0.26 -0.63  0.16
H -5.47 -0.53 -4.19  0.36
N -3.96 -6.99 5.44  -0.30
C -2.87 -7.07 4.63  0.20
O -2.17 -8.09 4.58  -0.63
C -2.54 -5.86 3.83  1.17
C -3.23 -4.65 3.95  -0.61
C -2.86 -3.56 3.15  -0.56
N -1.83 -3.65 2.30  -0.05
C -1.15 -4.79 2.16  -0.17
C -1.47 -5.91 2.93  -0.64
H -4.25 -7.80 5.96  0.24
H -4.61 -6.21 5.44  0.15
H -4.05 -4.47 4.64  0.20
H -3.39 -2.61 3.21  0.39
H -0.32 -4.80 1.45  0.41
H -0.85 -6.80 2.80  0.42

Its total charge is 0. The energy above the lowest of the compared OMol25 structures with the same formula, charge and spin is 0.6374 eV. As for the spin multiplicity: 5. The calculation puts the gap between HOMO and LUMO (alpha / beta) at 5.65 / 4.33 eV.

No. 4
# C31H45ClCrF5PS

A structure of composition C31H45ClCrF5PS in a non-equilibrium geometry (wB97M-V/def2-TZVPD, the OMol25 dataset).

Last column: Mulliken charge in e.
Cartesian coordinates (Å):
Cr 0.00 0.00 0.00  -0.86
Cl -2.22 0.39 0.42  -0.64
P 0.11 0.29 -2.19  0.66
C -0.69 1.48 2.91  -0.95
H 0.09 2.14 2.56  0.14
H -1.60 1.95 3.27  0.19
C 1.53 -0.63 -3.00  0.70
C 0.15 2.09 -2.65  0.31
C 2.92 -0.03 -2.74  -0.54
H 1.50 -1.60 -2.47  0.41
C 4.02 -0.97 -3.24  -0.96
H 2.99 0.94 -3.25  0.19
H 3.05 0.18 -1.68  -0.16
C 3.85 -1.32 -4.73  -0.76
H 5.00 -0.52 -3.07  0.39
H 3.99 -1.90 -2.65  0.36
C 2.45 -1.88 -5.00  -1.13
H 3.99 -0.41 -5.33  0.33
H 4.61 -2.03 -5.05  0.41
C 1.36 -0.91 -4.50  -0.22
H 2.31 -2.07 -6.07  0.42
H 2.33 -2.84 -4.49  0.37
H 1.46 0.04 -5.04  0.18
H 0.37 -1.31 -4.73  -0.10
C -1.42 -0.43 -3.00  -0.61
C 0.56 2.47 -4.09  -0.81
H -0.91 2.36 -2.53  0.81
C 0.25 3.95 -4.34  -1.05
H 1.63 2.31 -4.22  0.32
H 0.05 1.84 -4.83  0.37
C 0.99 4.84 -3.34  -0.72
H 0.51 4.22 -5.37  0.35
H -0.84 4.11 -4.24  0.41
C 0.69 4.44 -1.90  -0.94
H 2.07 4.75 -3.53  0.33
H 0.73 5.90 -3.51  0.43
C 0.96 2.94 -1.65  0.12
H 1.29 5.04 -1.20  0.41
H -0.36 4.64 -1.67  0.34
H 2.03 2.74 -1.79  0.21
H 0.72 2.67 -0.62  -0.18
C -1.55 -1.96 -3.13  0.05
H -2.19 -0.11 -2.28  0.95
C -2.98 -2.32 -3.55  -1.04
H -0.84 -2.34 -3.89  0.22
H -1.31 -2.46 -2.19  -0.12
C -3.38 -1.64 -4.86  -0.73
H -3.08 -3.41 -3.64  0.47
H -3.67 -2.01 -2.76  0.34
C -3.19 -0.12 -4.77  -1.13
H -2.76 -2.03 -5.68  0.31
H -4.42 -1.88 -5.11  0.42
C -1.76 0.24 -4.35  -0.21
H -3.41 0.35 -5.74  0.39
H -3.89 0.30 -4.04  0.40
H -1.06 -0.11 -5.12  0.05
H -1.65 1.32 -4.27  0.24
C 0.17 -1.80 -0.16  0.12
C -0.56 0.15 2.90  1.50
H 0.28 -2.35 -1.11  0.49
C -1.59 -0.82 3.36  -0.93
H 0.37 -0.29 2.52  -0.80
C -1.14 -2.29 3.25  -1.01
H -1.88 -0.60 4.40  0.47
H -2.49 -0.70 2.74  0.21
C -1.12 -2.82 1.81  -0.52
H -0.13 -2.38 3.69  0.28
H -1.80 -2.91 3.86  0.46
C 0.22 -2.66 1.07  -0.66
H -1.37 -3.89 1.82  0.45
H -1.91 -2.33 1.23  0.30
H 0.99 -2.29 1.77  -0.37
H 0.56 -3.66 0.75  0.54
F 3.52 1.50 6.04  -0.33
C 3.25 1.11 4.77  0.46
C 2.95 2.07 3.79  0.43
F 2.92 3.38 4.12  -0.35
C 2.67 1.67 2.48  -0.08
F 2.39 2.60 1.54  -0.27
C 2.69 0.31 2.14  0.18
S 2.35 -0.23 0.46  -0.24
C 3.02 -0.64 3.12  -0.19
F 3.09 -1.96 2.81  -0.41
C 3.30 -0.24 4.43  0.45
F 3.61 -1.17 5.37  -0.33

Its total charge is -1. The energy above the lowest of the compared OMol25 structures with the same formula, charge and spin is 0.0000 eV. As for the spin multiplicity: 4. The calculation puts the gap between HOMO and LUMO (alpha / beta) at 4.56 / 5.41 eV.

No. 5
# C31H45CrN5O3P3S5

A structure of composition C31H45CrN5O3P3S5 in a non-equilibrium geometry (wB97M-V/def2-TZVPD, the OMol25 dataset).

Last column: Mulliken charge in e.
Cartesian coordinates (Å):
Cr 0.41 -0.07 -0.45  0.07
N 0.39 2.47 0.44  -0.12
C -0.89 3.05 0.60  -0.18
C -1.03 4.37 1.03  -0.58
C -2.28 4.96 1.13  -0.73
C -3.42 4.24 0.77  -1.00
C -3.28 2.95 0.29  -0.66
C -2.03 2.33 0.22  0.46
P -1.76 0.79 -0.73  2.41
C -2.24 1.49 -2.36  1.02
C -1.36 2.42 -2.91  -0.69
C -1.64 3.01 -4.14  -0.67
C -2.80 2.66 -4.82  -0.52
C -3.68 1.74 -4.28  -0.70
C -3.41 1.16 -3.05  -0.45
C -3.14 -0.34 -0.32  0.66
C -3.25 -1.50 -1.09  -0.55
C -4.18 -2.47 -0.76  -0.73
C -5.00 -2.31 0.35  -0.63
C -4.87 -1.18 1.14  -0.62
C -3.95 -0.19 0.80  -0.82
H 1.13 3.15 0.53  0.29
H 0.57 1.72 1.14  -0.49
H -0.15 4.94 1.29  0.38
H -2.37 5.98 1.47  0.38
H -4.40 4.70 0.83  0.43
H -4.15 2.41 -0.06  0.49
H -0.45 2.66 -2.38  0.17
H -0.93 3.71 -4.57  0.43
H -3.00 3.10 -5.80  0.37
H -4.58 1.47 -4.82  0.40
H -4.09 0.42 -2.64  0.37
H -2.60 -1.65 -1.94  0.47
H -4.27 -3.37 -1.37  0.45
H -5.72 -3.08 0.62  0.37
H -5.49 -1.06 2.02  0.41
H -3.84 0.68 1.43  0.30
C 3.70 0.35 1.01  -0.36
N 3.93 -1.09 1.03  0.03
C 4.83 -1.45 2.13  -1.05
P 2.63 -2.23 0.95  -0.18
O 1.88 -1.53 -0.39  0.15
O 2.03 -0.73 4.08  -0.88
P 0.76 -0.40 3.39  -0.22
O 0.81 0.04 1.92  0.97
N -0.04 0.92 4.17  0.16
C 0.81 2.12 4.15  -1.04
C -0.42 0.63 5.56  -1.10
N -0.37 -1.63 3.58  0.14
C 0.14 -3.00 3.71  -0.95
C -1.55 -1.53 2.73  -0.81
N 3.41 -3.52 0.15  0.44
C 3.60 -4.76 0.87  -0.95
C 4.33 -3.30 -0.95  -1.01
H 4.65 0.85 0.79  0.50
H 3.33 0.73 1.98  0.09
H 3.00 0.62 0.23  -0.19
H 5.80 -0.96 1.99  0.32
H 5.00 -2.54 2.14  0.27
H 4.42 -1.17 3.11  0.25
H 1.12 2.34 3.13  0.15
H 1.72 1.99 4.76  0.33
H 0.25 2.97 4.53  0.38
H -1.00 -0.28 5.61  0.34
H -1.03 1.46 5.94  0.36
H 0.46 0.51 6.21  0.28
H 1.06 -2.98 4.28  0.35
H 0.35 -3.46 2.74  0.13
H -0.60 -3.61 4.23  0.34
H -1.95 -0.51 2.77  0.16
H -2.33 -2.22 3.08  0.54
H -1.34 -1.76 1.68  -0.08
H 2.87 -4.82 1.69  0.22
H 4.61 -4.84 1.31  0.31
H 3.45 -5.62 0.21  0.32
H 4.19 -2.31 -1.36  0.20
H 4.14 -4.04 -1.75  0.34
H 5.38 -3.40 -0.63  0.30
C 0.57 -2.06 -0.75  -0.75
H 0.19 -2.76 0.00  0.28
H 0.63 -2.56 -1.71  0.42
C 3.71 1.34 -5.57  -0.70
S 2.15 2.26 -5.59  -0.05
C 1.03 0.97 -5.22  0.28
C 0.91 0.36 -4.00  -0.02
S 1.81 0.70 -2.57  -0.49
S -0.27 -0.94 -4.00  -0.04
C -0.88 -0.78 -5.61  0.06
S -2.11 -1.70 -6.21  -0.29
S -0.03 0.42 -6.50  -0.25
H 4.51 2.08 -5.60  0.34
H 3.77 0.68 -6.43  0.25
H 3.76 0.77 -4.64  0.15

Its total charge is -1. The energy above the lowest of the compared OMol25 structures with the same formula, charge and spin is 0.0000 eV. As for the spin multiplicity: 5. The calculation puts the gap between HOMO and LUMO (alpha / beta) at 6.52 / 7.04 eV.

DFT total energy, respectively: -45613.7776 -47188.3985 -75716.6924 -107531.9298 -156940.3173 eV.